1.
110
Properties=species:S:1:pos:R:3 method="wB97M-V/def2-TZVPD" s2=3.759 orbital_gap_ha="0.305 / 0.306" spin_multiplicity=4 e_tot_ev=-191173.090 homo_energy_ev="-13.037 / -13.073" total_charge=+2 lumo_ev="-4.75 / -4.75"
Co -0.001 0.004 -0.289
S 4.432 6.369 0.894
N 4.634 5.114 -0.088
C 3.608 4.285 0.048
C 3.391 3.066 -0.669
C 4.287 2.605 -1.637
C 3.963 1.453 -2.313
C 2.780 0.790 -1.987
N 1.922 1.195 -1.067
C 2.210 2.333 -0.409
C 1.250 2.812 0.565
N 0.128 2.096 0.739
C -0.783 2.552 1.575
C -0.631 3.702 2.346
C 0.521 4.440 2.209
C 1.473 4.013 1.278
C 2.666 4.754 1.005
N 3.030 5.913 1.540
H 5.191 3.157 -1.831
H 4.598 1.056 -3.089
H 2.541 -0.113 -2.522
H -1.694 1.974 1.648
H -1.406 3.993 3.038
H 0.708 5.339 2.776
N 1.697 -2.698 2.396
C 2.570 -1.715 2.756
C 2.349 -0.677 1.896
N 1.368 -1.010 1.024
C 0.980 -2.239 1.341
C -0.070 -2.886 0.610
N -0.799 -2.198 -0.251
C -1.679 -3.067 -0.799
C -1.488 -4.311 -0.262
N -0.464 -4.186 0.631
H 1.588 -3.581 2.870
H 3.266 -1.830 3.560
H 2.837 0.275 1.856
H -2.399 -2.762 -1.533
H -1.980 -5.244 -0.445
H -0.072 -4.944 1.166
N -1.101 0.277 -3.185
P -1.690 0.873 -1.700
C -3.404 0.229 -1.847
C -3.908 -0.660 -0.906
C -5.144 -1.254 -1.101
C -5.877 -0.972 -2.241
C -5.395 -0.058 -3.166
C -4.169 0.550 -2.968
C -2.001 2.601 -2.175
C -2.848 3.344 -1.358
C -3.229 4.622 -1.716
C -2.765 5.174 -2.900
C -1.890 4.456 -3.696
C -1.497 3.178 -3.335
C -0.167 -0.705 -3.315
C 0.100 -1.255 -4.580
C 1.068 -2.223 -4.698
C 1.726 -2.658 -3.547
C 1.399 -2.071 -2.345
N 0.486 -1.104 -2.224
H -1.645 0.477 -4.018
H -3.317 -0.874 -0.025
H -5.534 -1.947 -0.368
H -6.823 -1.462 -2.410
H -5.971 0.179 -4.047
H -3.805 1.276 -3.683
H -3.227 2.906 -0.448
H -3.896 5.185 -1.083
H -3.077 6.164 -3.194
H -1.521 4.888 -4.612
H -0.809 2.631 -3.961
H -0.454 -0.909 -5.439
H 1.308 -2.643 -5.662
H 2.476 -3.429 -3.598
H 1.887 -2.375 -1.430
O -1.365 -0.338 1.531
As -2.185 -0.241 2.945
C -2.426 -2.028 3.650
C -3.078 -2.942 2.832
C -3.291 -4.235 3.274
C -2.868 -4.605 4.543
C -2.210 -3.695 5.354
C -1.982 -2.403 4.909
C -1.302 0.793 4.337
C 0.080 0.916 4.355
C 0.700 1.598 5.389
C -0.064 2.160 6.401
C -1.445 2.035 6.386
C -2.064 1.347 5.357
C -3.995 0.443 2.759
C -4.936 0.134 3.734
C -6.222 0.633 3.630
C -6.574 1.434 2.554
C -5.641 1.732 1.573
C -4.355 1.235 1.681
H -3.424 -2.616 1.854
H -3.791 -4.952 2.640
H -3.064 -5.603 4.906
H -1.881 -3.991 6.337
H -1.482 -1.680 5.545
H 0.660 0.484 3.544
H 1.778 1.680 5.416
H 0.417 2.694 7.205
H -2.038 2.473 7.174
H -3.140 1.239 5.342
H -4.660 -0.503 4.569
H -6.949 0.393 4.390
H -7.577 1.824 2.480
H -5.912 2.350 0.730
H -3.618 1.434 0.912

2.
105
Properties=species:S:1:pos:R:3 method="wB97M-V/def2-TZVPD" orbital_gap_ha=0.230 e_tot_ev=-116627.841 homo_energy_ev=-4.485 total_charge=-1 lumo_ev=1.79
Rh 1.490 -0.892 0.165
S 0.646 -3.159 4.136
C 0.877 -2.347 2.708
S 2.393 -1.669 2.248
S -0.331 -2.149 1.480
C 2.230 -4.738 0.661
C 1.416 -5.185 -0.519
C 1.155 -6.544 -0.683
C 0.386 -7.018 -1.736
C -0.143 -6.128 -2.656
C 0.113 -4.769 -2.520
C 0.883 -4.285 -1.463
P 1.342 -2.505 -1.410
C 0.035 -1.774 -2.482
C -1.246 -1.881 -1.922
C -2.375 -1.463 -2.607
C -2.233 -0.932 -3.882
C -0.966 -0.778 -4.422
C 0.187 -1.163 -3.734
C 1.530 -0.859 -4.359
C 2.982 -2.535 -2.191
C 3.434 -3.488 -3.101
C 4.783 -3.567 -3.409
C 5.680 -2.722 -2.758
C 5.220 -1.763 -1.867
C 3.853 -1.620 -1.605
C 3.325 -0.504 -0.736
H 2.769 -5.580 1.098
H 1.581 -4.317 1.427
H 2.955 -3.967 0.402
H 1.576 -7.244 0.031
H 0.202 -8.082 -1.837
H -0.748 -6.482 -3.482
H -0.294 -4.082 -3.252
H -1.353 -2.307 -0.931
H -3.353 -1.558 -2.149
H -3.105 -0.618 -4.446
H -0.855 -0.322 -5.401
H 1.401 -0.160 -5.186
H 2.023 -1.755 -4.738
H 2.206 -0.400 -3.635
H 2.736 -4.187 -3.550
H 5.139 -4.304 -4.118
H 6.743 -2.817 -2.944
H 5.922 -1.103 -1.368
H 3.094 0.357 -1.377
H 4.061 -0.183 0.000
F -1.035 0.839 7.639
C -1.213 0.836 6.294
C -1.164 2.038 5.622
C -1.354 2.033 4.245
C -1.620 0.845 3.556
C -1.631 -0.349 4.278
C -1.427 -0.362 5.653
Sb -1.864 0.846 1.424
C -2.572 2.901 1.379
C -3.553 3.394 2.248
C -3.981 4.713 2.188
C -3.420 5.543 1.235
F -3.835 6.831 1.174
C -2.456 5.111 0.353
C -2.033 3.782 0.439
C -3.892 0.081 1.338
C -4.846 0.712 0.532
C -6.112 0.162 0.338
C -6.407 -1.035 0.952
F -7.640 -1.572 0.775
C -5.493 -1.712 1.727
C -4.230 -1.152 1.903
H -0.973 2.953 6.167
H -1.287 2.973 3.712
H -1.763 -1.300 3.775
H -1.405 -1.291 6.207
H -3.989 2.737 2.993
H -4.728 5.105 2.868
H -2.042 5.798 -0.375
H -1.264 3.440 -0.249
H -4.611 1.654 0.047
H -6.855 0.646 -0.286
H -5.761 -2.664 2.169
H -3.500 -1.701 2.488
N 1.164 0.987 0.569
C 1.434 2.165 0.262
C 1.213 2.664 -1.144
C 0.232 2.072 -1.928
C -0.011 2.529 -3.218
C 0.770 3.542 -3.761
C 1.785 4.108 -2.998
C 1.994 3.680 -1.690
C 1.936 3.114 1.339
C 1.612 4.465 1.369
C 2.098 5.287 2.381
C 2.915 4.760 3.371
C 3.215 3.403 3.363
C 2.716 2.583 2.360
H -0.352 1.257 -1.513
H -0.808 2.080 -3.800
H 0.592 3.887 -4.772
H 2.415 4.884 -3.417
H 2.782 4.129 -1.096
H 0.962 4.878 0.606
H 1.841 6.340 2.391
H 3.306 5.400 4.152
H 3.845 2.980 4.137
H 2.930 1.520 2.350

3.
103
Properties=species:S:1:pos:R:3 method="wB97M-V/def2-TZVPD" orbital_gap_ha=0.217 e_tot_ev=-158993.883 homo_energy_ev=-6.877 lumo_ev=-0.96
Sc 0.131 -0.218 -0.084
C -3.141 4.312 5.351
C -3.686 3.133 4.864
C -3.020 2.414 3.880
C -1.807 2.866 3.373
C -1.265 4.046 3.870
C -1.928 4.767 4.853
C -1.093 2.086 2.313
C -0.074 1.227 2.730
C 0.384 1.106 4.088
C 1.465 0.290 4.071
C 1.673 -0.099 2.701
C 2.750 -0.855 2.245
C 3.707 -1.370 3.273
C 4.893 -0.684 3.522
C 5.789 -1.148 4.474
C 5.508 -2.304 5.189
C 4.326 -2.991 4.950
C 3.431 -2.524 3.997
C 3.041 -1.117 0.906
N 2.299 -0.721 -0.170
C 2.907 -1.246 -1.270
C 2.469 -1.122 -2.589
C 3.271 -1.793 -3.658
C 4.426 -1.202 -4.159
C 5.167 -1.831 -5.150
C 4.759 -3.060 -5.650
C 3.606 -3.655 -5.156
C 2.867 -3.023 -4.166
C 1.364 -0.381 -2.994
C 1.030 -0.095 -4.367
C -0.016 0.760 -4.346
C -0.338 1.001 -2.961
N 0.488 0.262 -2.161
C -1.284 1.929 -2.529
C -1.515 2.264 -1.198
C -2.458 3.276 -0.775
C -2.410 3.316 0.570
C -1.440 2.327 0.988
N -0.899 1.714 -0.110
C -2.049 2.667 -3.584
C -3.308 2.237 -3.985
C -4.012 2.936 -4.955
C -3.463 4.069 -5.537
C -2.205 4.503 -5.143
C -1.504 3.805 -4.170
C 4.086 -1.980 -0.882
C 4.173 -1.897 0.464
N 0.693 0.445 1.914
H -3.659 4.872 6.118
H -4.629 2.768 5.250
H -3.434 1.485 3.509
H -0.321 4.401 3.476
H -1.498 5.686 5.229
H -0.048 1.613 4.935
H 2.092 0.005 4.900
H 5.107 0.217 2.962
H 6.708 -0.607 4.660
H 6.205 -2.667 5.932
H 4.099 -3.890 5.508
H 2.504 -3.054 3.817
H 4.741 -0.243 -3.768
H 6.062 -1.358 -5.532
H 5.336 -3.550 -6.422
H 3.280 -4.611 -5.543
H 1.963 -3.481 -3.782
H 1.556 -0.477 -5.226
H -0.516 1.216 -5.185
H -3.066 3.871 -1.436
H -2.976 3.949 1.234
H -3.738 1.363 -3.521
H -4.995 2.593 -5.254
H -4.012 4.615 -6.294
H -1.768 5.387 -5.589
H -0.523 4.143 -3.856
H 4.756 -2.482 -1.561
H 4.931 -2.316 1.106
Se -2.452 -1.204 0.024
C -3.932 -0.085 -0.361
C -4.534 -0.146 -1.618
C -5.658 0.614 -1.912
C -6.205 1.458 -0.956
C -5.621 1.520 0.301
C -4.503 0.755 0.593
H -4.111 -0.803 -2.369
H -6.107 0.548 -2.897
H -7.080 2.052 -1.185
H -6.038 2.171 1.061
H -4.054 0.809 1.574
C -0.535 -3.070 2.722
P -0.058 -3.541 1.071
C -1.319 -4.616 0.418
C 1.439 -4.515 1.204
O 0.194 -2.345 0.184
H -0.604 -3.945 3.368
H -1.504 -2.569 2.660
H 0.195 -2.365 3.125
H -1.486 -5.452 1.099
H -1.005 -4.998 -0.553
H -2.233 -4.033 0.293
H 1.372 -5.252 2.004
H 2.284 -3.848 1.388
H 1.613 -5.028 0.258

4.
108
Properties=species:S:1:pos:R:3 method="wB97M-V/def2-TZVPD" orbital_gap_ha="0.219 / 0.161" e_tot_ev=-90549.183 homo_energy_ev="-6.605 / -4.813" lumo_ev="-0.64 / -0.43"
Ba 9.200 13.884 9.584
O 9.624 5.912 20.688
C 8.756 5.135 20.925
O 7.853 4.378 21.005
C 5.591 9.631 8.391
C 5.248 11.012 8.397
C 6.032 12.003 9.020
N 7.259 11.836 9.390
C 7.775 10.518 9.324
C 6.904 9.447 8.934
C 9.062 10.348 10.017
C 9.305 8.970 10.604
C 10.475 8.879 11.477
C 11.432 9.830 11.603
C 11.085 11.028 11.012
N 9.900 11.294 10.202
C 5.557 13.388 9.592
C 4.138 13.747 9.526
C 3.779 14.542 10.527
C 4.613 14.979 11.466
C 5.906 14.607 11.373
N 6.480 14.033 10.315
H 4.228 11.322 8.049
H 7.149 8.421 9.149
H 8.820 8.074 10.345
H 10.546 7.691 11.722
H 12.368 10.059 12.189
H 11.760 11.807 10.810
H 3.596 13.239 8.775
H 2.709 14.809 10.709
H 4.467 15.671 12.297
H 6.732 15.107 12.049
O 16.010 14.639 9.669
C 17.248 14.425 9.239
C 17.695 15.283 8.185
C 18.753 14.889 7.374
C 19.516 13.701 7.757
C 19.113 12.936 8.856
C 17.957 13.316 9.650
P 17.093 12.267 10.870
C 17.405 13.174 12.486
C 18.187 14.241 12.568
C 18.638 14.736 13.900
C 17.738 14.329 15.018
C 16.895 13.343 14.856
C 16.776 12.733 13.589
C 18.410 10.951 11.055
C 18.183 9.833 10.304
C 19.232 8.934 10.030
C 20.475 9.138 10.528
C 20.633 10.180 11.505
C 19.622 11.085 11.770
C 15.544 15.935 9.810
C 16.373 17.023 10.343
C 15.851 18.224 10.231
C 14.637 18.559 9.802
C 13.811 17.511 9.526
C 14.280 16.235 9.313
P 12.904 14.938 9.185
C 11.523 15.451 8.156
C 10.767 16.687 8.601
C 9.467 17.086 7.964
C 8.948 16.173 7.024
C 9.823 15.143 6.678
C 11.094 14.725 7.085
C 13.681 14.065 7.847
C 14.244 12.724 8.006
C 14.920 12.073 6.996
C 15.157 12.555 5.753
C 14.632 13.822 5.385
C 14.043 14.541 6.521
H 17.048 16.048 7.820
H 19.189 15.325 6.372
H 20.598 13.445 7.328
H 19.853 12.191 9.097
H 18.479 14.683 11.692
H 19.400 15.539 13.860
H 17.584 15.031 15.905
H 16.262 13.208 15.787
H 16.053 12.049 13.714
H 17.074 9.675 9.847
H 19.025 8.056 9.472
H 21.255 8.473 10.193
H 21.636 10.220 12.003
H 19.723 11.958 12.428
H 17.098 16.755 11.219
H 16.779 18.892 10.466
H 14.482 19.636 9.895
H 12.615 17.828 9.289
H 10.963 17.383 9.177
H 9.004 18.292 7.968
H 8.136 16.450 6.330
H 9.482 14.166 6.261
H 11.682 13.576 6.811
H 13.714 12.089 8.787
H 15.741 11.224 7.196
H 15.505 12.002 4.675
H 14.605 14.217 4.572
H 13.598 15.534 6.238
N 20.147 7.404 3.210
C 19.753 6.103 3.624
N 19.412 5.948 5.115
O 19.384 5.229 2.828
H 19.615 7.589 2.410
H 19.881 8.121 3.811
H 19.761 4.908 5.296
H 18.208 5.783 5.171
H 8.287 20.875 16.800